Arrangement 1

Density functional theory data (ωB97M-V/def2-TZVPD) for an isolated molecule of C4H6N2O.

## Properties
* Kohn-Sham gap (spin up / spin down): 0.2673 / 0.2698 Eh
* total charge: 0
* molecular weight: 98.1 g/mol
* LUMO energy (spin up / spin down): 0.57 / 0.61 eV
* HOMO energy (spin up / spin down): -6.71 / -6.73 eV

Positions of all 13 atoms, in Å:
N 0.153 -1.608 -1.463
C -0.003 -0.599 -0.676
C 0.703 0.604 -0.337
O 1.909 1.106 -0.749
N 0.140 1.098 0.809
C -0.927 0.461 1.260
C -1.189 -0.630 0.278
H 0.947 -1.533 -2.091
H -1.247 -1.652 0.663
H 2.581 0.417 -0.639
H 0.520 1.925 1.258
H -1.565 0.890 2.018
H -2.112 -0.441 -0.288

Here are the Mulliken charges for atoms 1 to 2, given in e: -0.77, 0.53



Arrangement 2

Density functional theory data (ωB97M-V/def2-TZVPD) for a structure of composition C4H6N2O.

## Properties
* Kohn-Sham gap: 0.3300 Eh
* total charge: 0
* molecular weight: 98.1 g/mol
* LUMO energy: 0.77 eV
* HOMO energy: -8.20 eV

Positions of all 13 atoms, in Å:
C -2.382 -0.010 -0.216
O -1.144 -0.569 0.271
C -0.125 0.183 0.029
C 0.543 1.110 -0.554
N 1.607 0.216 -0.868
C 2.196 -0.471 0.145
N 1.505 -1.063 1.053
H -2.564 0.930 0.311
H -3.158 -0.733 0.034
H -2.330 0.163 -1.294
H 0.491 2.156 -0.834
H 3.290 -0.507 0.093
H 2.073 -1.406 1.828

Here are the Mulliken charges for atoms 1 to 2, given in e: -0.71, -0.32



Arrangement 3

Density functional theory data (ωB97M-V/def2-TZVPD) for an isolated molecule of C4H6N2O.

## Properties
* Kohn-Sham gap: 0.3095 Eh
* total charge: 0
* SMILES: Nc1[nH]ccc1O
* molecular weight: 98.1 g/mol
* LUMO energy: 0.91 eV
* HOMO energy: -7.51 eV

Positions of all 13 atoms, in Å:
N 1.908 0.926 -0.021
C 0.587 0.431 0.050
N -0.476 1.276 -0.168
C -1.646 0.571 -0.173
C -1.343 -0.754 0.048
C 0.070 -0.832 0.197
O 0.855 -1.934 0.425
H 2.223 0.906 -0.989
H 2.532 0.326 0.508
H -0.372 2.278 -0.177
H -2.596 1.058 -0.346
H -2.041 -1.583 0.064
H 0.278 -2.696 0.540

Here are the Mulliken charges for atoms 1 to 2, given in e: -0.60, -0.13



Order from most stable to least stable according to the calculation: arrangement 3, arrangement 1, arrangement 2



Arrangement 1

Density functional theory data (ωB97M-V/def2-TZVPD) for a cluster of 2 separate species, H3NO3 in total.

## Properties
* Kohn-Sham gap: 0.3265 Eh
* total charge: 0
* SMILES: N=O.OO
* molecular weight: 65.0 g/mol
* LUMO energy: -0.25 eV
* HOMO energy: -9.13 eV

Positions of all 7 atoms, in Å:
N -0.258 1.790 0.836
O 0.885 2.238 0.915
H -0.428 0.754 0.846
O 0.088 -1.397 -1.360
O -0.474 -0.979 -0.167
H 0.700 -0.681 -1.646
H -0.512 -1.724 0.575

Here are the Mulliken charges for atoms 1 to 2, given in e: -0.05, -0.24



Arrangement 2

Density functional theory data (ωB97M-V/def2-TZVPD) for a cluster of 2 separate species, H3NO3 in total.

## Properties
* Kohn-Sham gap: 0.3447 Eh
* total charge: 0
* SMILES: N=O.OO
* molecular weight: 65.0 g/mol
* LUMO energy: -0.36 eV
* HOMO energy: -9.74 eV

Positions of all 7 atoms, in Å:
N -0.058 -0.729 2.005
O 1.038 -1.086 2.381
H 0.126 0.248 1.536
O -0.174 0.128 -1.885
O -0.661 1.450 -1.957
H -0.196 -0.406 -2.749
H -1.148 1.331 -1.131

Here are the Mulliken charges for atoms 1 to 2, given in e: 0.03, -0.23



Order from most stable to least stable according to the calculation: arrangement 2, arrangement 1



Arrangement 1

Density functional theory data (ωB97M-V/def2-TZVPD) for a cluster of 2 separate species, C4H9N4 in total.

## Properties
* Kohn-Sham gap (spin up / spin down): 0.3092 / 0.3092 Eh
* total charge: +1
* molecular weight: 113.1 g/mol
* LUMO energy (spin up / spin down): -4.11 / -4.11 eV
* HOMO energy (spin up / spin down): -12.52 / -12.52 eV

Positions of all 17 atoms, in Å:
C -0.284 -1.547 0.064
C -1.622 -1.569 -0.171
C -0.502 1.892 -0.357
C -2.909 -1.402 -0.083
N 0.412 -0.334 -0.020
N -0.006 0.864 -0.048
N -1.059 2.965 0.173
N 3.177 -0.415 -0.031
H 0.284 -2.466 -0.032
H -3.526 -1.345 -0.960
H -3.440 -1.371 0.852
H 1.509 -0.333 -0.023
H -1.375 3.650 -0.490
H -0.926 3.152 1.107
H 3.616 0.191 -0.652
H 3.195 -1.462 -0.231
H 3.458 -0.469 0.902

Here are the Mulliken charges for atoms 1 to 2, given in e: -0.18, 0.22



Arrangement 2

Density functional theory data (ωB97M-V/def2-TZVPD) for the ion C4H9N4 with charge +1.

## Properties
* Kohn-Sham gap: 0.3618 Eh
* total charge: +1
* SMILES: CC1=NN([NH3+])CN=C1
* molecular weight: 113.1 g/mol
* LUMO energy: -3.98 eV
* HOMO energy: -13.82 eV

Positions of all 17 atoms, in Å:
C -2.391 -0.450 -0.969
C -1.146 0.003 -0.312
N -0.012 -0.285 -0.813
N 1.177 0.366 -0.194
N 2.273 -0.447 -0.646
C 1.099 0.619 1.249
N -0.216 0.847 1.726
C -1.229 0.671 0.996
H -2.885 0.427 -1.391
H -3.075 -0.892 -0.247
H -2.176 -1.156 -1.765
H 2.733 -0.998 0.110
H 2.986 0.145 -1.106
H 1.858 -1.093 -1.358
H 1.660 1.539 1.455
H 1.539 -0.201 1.848
H -2.195 0.904 1.416

Here are the Mulliken charges for atoms 1 to 2, given in e: -1.24, 0.81



Arrangement 3

Density functional theory data (ωB97M-V/def2-TZVPD) for a cluster of 2 separate species, C4H9N4 in total.

## Properties
* Kohn-Sham gap: 0.3092 Eh
* total charge: +1
* molecular weight: 113.1 g/mol
* LUMO energy: -5.35 eV
* HOMO energy: -13.76 eV

Positions of all 17 atoms, in Å:
C -0.270 -0.517 -1.811
C -0.087 2.690 0.726
C -0.380 -1.235 -0.654
C -1.207 -2.431 -0.303
N 1.652 0.307 1.966
N 1.110 -0.247 1.108
N 0.290 -0.705 0.452
N 0.592 2.283 -0.238
H 0.189 0.483 -1.985
H -0.547 -1.141 -2.658
H -0.600 1.990 1.318
H -1.330 -2.747 0.714
H -0.960 -3.237 -0.945
H -2.284 -2.055 -0.502
H 2.543 -0.092 2.395
H 1.187 3.030 -0.774
H 0.102 3.625 1.190

Here are the Mulliken charges for atoms 1 to 2, given in e: -0.58, -0.35



Arrangement 4

Density functional theory data (ωB97M-V/def2-TZVPD) for the ion C4H9N4 with charge +1.

## Properties
* Kohn-Sham gap: 0.3568 Eh
* total charge: +1
* SMILES: CCC1(C(N)=[NH2+])N=N1
* molecular weight: 113.1 g/mol
* LUMO energy: -4.37 eV
* HOMO energy: -14.08 eV

Positions of all 17 atoms, in Å:
C 0.745 1.883 0.731
C 0.088 1.259 -0.525
C 0.262 -0.195 -0.623
C -0.570 -1.176 -0.020
N -0.534 -2.392 -0.540
N -1.326 -0.756 0.931
N 1.249 -0.646 -1.659
N 1.894 -0.711 -0.663
H 1.659 1.301 0.932
H 0.000 1.856 1.589
H 1.048 2.962 0.532
H 0.421 1.784 -1.501
H -0.969 1.523 -0.393
H 0.073 -2.460 -1.385
H -1.118 -3.066 -0.305
H -0.988 0.111 1.352
H -1.935 -1.277 1.547

Here are the Mulliken charges for atoms 1 to 2, given in e: -1.00, -0.99



Order from most stable to least stable according to the calculation: arrangement 4, arrangement 2, arrangement 1, arrangement 3



Arrangement 1

Density functional theory data (ωB97M-V/def2-TZVPD) for the ion C4H9N4 with charge +1.

## Properties
* Kohn-Sham gap: 0.3144 Eh
* total charge: +1
* molecular weight: 113.1 g/mol
* LUMO energy: -4.17 eV
* HOMO energy: -12.72 eV

Positions of all 17 atoms, in Å:
C 0.605 -1.534 -0.703
C -1.976 -0.427 0.461
C -1.262 0.580 -0.053
C 2.362 -0.226 0.531
N 0.087 0.512 0.272
N 1.005 -0.553 -0.036
N -2.443 -1.613 0.378
N -1.847 1.796 -0.276
H 1.533 -2.124 -0.827
H 2.123 -0.106 1.575
H 2.912 -1.160 0.516
H 2.981 0.561 -0.026
H 0.653 1.373 0.254
H -2.162 -2.296 -0.417
H -2.996 -2.054 1.177
H -2.813 1.799 -0.668
H -1.264 2.627 -0.125

Here are the Mulliken charges for atoms 1 to 2, given in e: -0.34, 0.11



Arrangement 2

Density functional theory data (ωB97M-V/def2-TZVPD) for a structure of composition C4H9N4.

## Properties
* Kohn-Sham gap: 0.4152 Eh
* total charge: +1
* molecular weight: 113.1 g/mol
* LUMO energy: -3.26 eV
* HOMO energy: -14.56 eV

Positions of all 17 atoms, in Å:
C 2.570 -0.401 -0.662
C -0.412 -0.200 0.749
C 2.175 1.799 0.352
C 2.103 0.403 0.486
N 2.613 -1.028 -1.627
N 0.737 -0.013 0.536
N -1.639 -0.301 0.878
N -3.064 -1.304 -1.004
H 3.216 2.180 0.671
H 1.402 2.202 0.930
H 2.167 2.091 -0.647
H 2.702 0.106 1.394
H -3.883 -1.726 -0.547
H -2.155 -0.515 1.798
H -2.534 -0.579 -0.055
H -2.487 -1.942 -1.457
H -3.512 -0.774 -1.797

Here are the Mulliken charges for atoms 1 to 2, given in e: 0.09, 0.32



Arrangement 3

Density functional theory data (ωB97M-V/def2-TZVPD) for the ion C4H9N4 with charge +1.

## Properties
* Kohn-Sham gap: 0.3515 Eh
* total charge: +1
* SMILES: CC1=NN=C[C@@]1(N)[NH3+]
* molecular weight: 113.1 g/mol
* LUMO energy: -4.43 eV
* HOMO energy: -14.00 eV

Positions of all 17 atoms, in Å:
C -0.385 -2.203 -0.075
C -0.993 -0.835 -0.130
N -2.144 -0.338 -0.247
N -2.166 1.031 -0.298
C -0.973 1.572 -0.115
C 0.124 0.599 -0.200
N 0.988 0.732 -1.224
N 0.983 0.648 1.219
H 0.512 -2.289 -0.641
H -1.211 -2.974 -0.319
H 0.057 -2.291 0.939
H -0.822 2.648 -0.204
H 1.274 1.635 -1.671
H 1.261 -0.006 -1.822
H 1.715 -0.073 1.208
H 0.349 0.580 2.104
H 1.433 1.565 1.475

Here are the Mulliken charges for atoms 1 to 2, given in e: -1.20, 0.62



Order from most stable to least stable according to the calculation: arrangement 2, arrangement 3, arrangement 1